The following is a quantum chemistry calculation of the molecule C2H4N2S3 in a non-equilibrium geometry, from the Open Molecules 2025 dataset.

CARTESIAN COORDINATES (ANGSTROEM)
S 2.78 -1.28 0.01
C 1.81 0.00 -0.37
N 1.14 0.77 0.47
S 0.00 1.96 -0.06
C -1.44 0.97 -0.01
N -1.31 -0.30 0.05
S -2.72 -1.24 -0.06
H 1.74 0.40 -1.40
H 0.90 0.40 1.38
H -2.46 1.46 -0.09
H -2.24 -2.29 0.61

Values from the calculation:
SMILES: S=CNS/C=N/S
ΔE to the lowest compared entry with this formula, charge and spin: 128.6 kJ/mol
HOMO-LUMO gap: 8.9 eV
HOMO: -8.6255 eV